Entry 1:
Computed, not measured: a molecular structure, C21H19MoN4O4 in a non-equilibrium geometry, with ωB97M-V/def2-TZVPD.

Structure (XYZ):
```
49
Properties=species:S:1:pos:R:3:forces:R:3
Mo -0.6612 -0.0848 0.2732 1.573 0.074 -0.291
O 2.4357 -0.7876 -1.5918 0.000 -0.243 -0.061
O 0.0488 1.1660 1.3432 -0.203 0.974 0.991
O -1.9411 -0.9545 -0.6681 -1.291 -0.423 -0.610
O -1.3055 1.5252 -0.8138 0.594 -0.273 -0.115
N 0.4885 0.4073 -1.3259 -0.053 -0.233 0.246
N 2.0666 1.0399 -2.9248 -0.022 0.099 -0.195
N -1.2995 -1.4987 1.6460 -0.174 -0.109 0.099
N 1.0624 -1.1003 0.8802 -0.538 0.076 -0.252
C 0.1441 2.4391 -2.5449 -0.143 0.125 -0.006
C -5.3905 -1.8870 -1.3102 -0.057 -0.024 -0.006
C 3.7887 2.7281 2.0362 0.010 -0.043 -0.019
C 1.3727 3.0196 2.0804 0.049 0.164 0.108
C -4.9143 -2.0882 1.0449 -0.188 -0.050 0.036
C -5.8076 -2.1692 -0.0036 0.015 0.011 -0.008
C -0.2674 -2.2768 2.3862 -0.072 0.083 -0.088
C 2.6585 3.5167 2.2696 0.008 0.020 0.003
C 3.6533 1.4177 1.6150 0.223 0.126 0.082
C 1.3150 2.1251 -3.1905 0.268 -0.161 -0.123
C -4.0881 -1.4874 -1.5955 -0.230 0.021 -0.221
C -2.5695 -1.8500 1.7547 0.136 -0.112 0.024
C 1.2665 1.7377 1.6062 -0.395 -0.566 -0.276
C 0.8151 -2.4897 1.3358 0.018 0.101 0.047
C -3.5978 -1.6799 0.7894 0.150 -0.049 0.344
C 2.1807 -0.5105 1.1824 0.190 0.215 0.187
C 1.7317 0.1172 -1.9264 -0.055 0.421 0.138
C -0.2503 1.5226 -1.5992 -0.353 -0.139 0.083
C -3.2374 -1.3607 -0.5327 0.753 0.226 0.073
C 2.3791 0.8988 1.3704 -0.093 -0.346 -0.165
C 3.3271 0.7968 -3.6794 -0.115 0.039 0.057
H -5.2198 -2.3346 2.0552 0.003 -0.022 -0.033
H -6.8291 -2.4724 0.1804 0.002 0.006 -0.018
H 2.7786 4.5361 2.6134 0.019 -0.012 0.027
H 0.4600 -3.1031 0.5121 -0.024 -0.039 -0.094
H -3.7613 -1.2761 -2.6042 -0.017 0.018 0.007
H 0.4912 3.6105 2.2890 0.003 0.011 -0.026
H -6.0972 -1.9781 -2.1255 -0.011 -0.014 0.021
H 4.5256 0.7899 1.4734 -0.013 0.027 0.012
H 1.7024 2.7696 -3.9708 0.004 -0.013 -0.016
H -2.8215 -2.4246 2.6450 -0.034 -0.024 -0.004
H 0.1120 -1.7028 3.2295 0.017 0.058 0.061
H 4.7745 3.1371 2.2119 -0.015 0.011 -0.004
H -0.6834 -3.2162 2.7418 -0.047 -0.031 -0.001
H 3.0080 -1.1647 1.4519 0.047 0.019 -0.025
H 3.1931 1.1618 -4.6929 -0.002 0.012 -0.009
H -0.4329 3.3215 -2.7752 0.015 0.004 -0.015
H 4.1530 1.3135 -3.1972 -0.001 0.011 0.045
H 1.7204 -2.9316 1.7473 0.061 0.032 0.006
H 3.5221 -0.2682 -3.6924 -0.013 -0.058 -0.015
```
Positions in Å, forces in eV/Å.

As for the total charge: +3. The value obtained for the molar mass is 487.35 g mol⁻¹. The energy above the lowest of the compared OMol25 structures with the same formula, charge and spin comes out at 182.3 kJ/mol. The value obtained for the HOMO energy is -18.4 eV.

---

Entry 2:
Computed, not measured: C21H19NO3 in the gas phase, with ωB97M-V/def2-TZVPD.

Structure (XYZ):
```
44
Properties=species:S:1:pos:R:3:forces:R:3
O -0.1434 1.9190 3.3496 -0.664 0.184 0.012
O 1.7613 -2.5208 -1.6941 0.014 -0.184 0.087
O -1.9289 -0.3450 3.2154 0.042 0.003 0.237
N 0.6139 -0.5450 -1.7177 -0.064 0.329 -0.276
C 2.9201 -0.3574 -6.0950 0.038 0.088 0.007
C -3.1355 3.1955 5.0214 -0.014 0.035 0.046
C -2.2909 0.8513 3.7850 0.020 0.258 0.082
C -1.2958 -0.3434 1.9961 0.192 -0.158 -0.550
C 1.4401 -1.4924 -2.2517 -0.085 0.293 -0.109
C 2.4925 0.1512 -3.7988 -0.045 -0.079 0.035
C 1.8667 -2.0106 -4.6805 0.003 0.056 0.070
C 1.9280 -1.1073 -3.6143 0.242 0.051 -0.229
C 2.3621 -1.6106 -5.9148 -0.011 -0.007 0.058
C -0.8261 0.5690 -0.1670 0.092 -0.156 -0.018
C 2.9911 0.5268 -5.0328 0.032 0.081 -0.090
C 0.1388 -1.5351 0.4745 0.130 -0.045 -0.164
C 1.2594 -3.3666 -4.5058 0.053 -0.147 0.062
C -0.0136 -0.5220 -0.4681 -0.119 -0.114 0.417
C 0.7641 1.0586 4.0098 0.263 -0.158 0.222
C -0.4974 -1.4418 1.6954 -0.348 0.372 0.280
C -3.5595 0.9378 4.3452 0.190 -0.115 -0.148
C -1.4173 1.9445 3.8820 0.228 -0.098 -0.018
C -1.8623 3.1116 4.4881 0.089 -0.098 -0.103
C -3.9789 2.0997 4.9649 -0.041 0.029 0.008
C -1.4677 0.6604 1.0508 -0.103 -0.144 0.200
H 3.4335 1.5030 -5.1628 0.046 0.071 -0.007
H -4.9687 2.1510 5.3919 -0.087 -0.002 0.031
H -2.0968 1.5102 1.2700 -0.022 0.069 0.015
H -1.1830 3.9490 4.5350 0.097 0.064 -0.010
H 0.7592 -2.3854 0.2480 0.006 -0.017 -0.005
H 0.9967 1.4393 5.0110 -0.012 -0.019 -0.071
H 1.6668 1.0519 3.4019 0.002 -0.042 0.061
H 3.3039 -0.0727 -7.0635 0.032 0.022 -0.078
H 2.5674 0.8320 -2.9618 0.003 0.049 0.067
H 2.3131 -2.2971 -6.7479 -0.024 -0.080 -0.060
H 1.3663 -3.9574 -5.4118 -0.040 -0.024 -0.063
H 0.4121 0.2548 -2.3027 0.082 -0.246 0.013
H -3.4616 4.1110 5.4907 -0.023 0.080 0.043
H 1.7382 -3.8861 -3.6789 -0.050 -0.080 -0.021
H 0.3818 0.0388 4.0994 -0.016 0.039 -0.040
H -0.9588 1.3566 -0.8959 -0.013 0.086 -0.073
H -4.2062 0.0768 4.2750 -0.052 -0.099 -0.029
H -0.3842 -2.2225 2.4314 0.011 -0.082 0.090
H 0.1995 -3.2806 -4.2667 -0.074 -0.068 0.020
```
Positions in Å, forces in eV/Å.

As for the SMILES: COc1ccccc1Oc1ccc(NC(=O)c2ccccc2C)cc1. The value obtained for the molar mass is 333.39 g mol⁻¹. The energy above the lowest of the compared OMol25 structures with the same formula, charge and spin comes out at 134.8 kJ/mol. The value obtained for the HOMO energy is -8.0 eV.

---

Entry 3:
Computed, not measured: C21H19NO4 in the gas phase, with ωB97M-V/def2-TZVPD.

Structure (XYZ):
```
45
Properties=species:S:1:pos:R:3:forces:R:3
O -5.6331 -0.2684 -0.3512 -0.100 -0.369 -0.302
O 0.6979 -1.9532 0.7617 0.112 -0.197 -0.017
O -0.9666 -1.5929 -1.3760 0.233 0.230 -0.321
O -0.6768 -0.3505 1.4802 0.078 -0.047 0.020
N -2.7064 -2.3185 -0.1306 -0.302 -0.091 0.047
C -4.3008 -0.4785 -0.2506 0.709 0.198 0.352
C 0.6859 3.8819 -0.9692 -0.004 0.095 -0.033
C 1.8568 2.6970 0.7545 -0.026 -0.102 0.005
C -4.7774 1.3581 0.9021 -0.545 -0.097 -0.191
C 2.7754 -0.8416 -0.9069 0.116 0.011 -0.005
C 0.3862 1.5119 -0.7194 0.008 0.053 0.029
C 1.2662 1.5052 0.3553 -0.103 0.148 0.133
C -3.7175 -1.6698 -0.9416 -0.218 0.032 -0.233
C 1.5706 3.8788 0.0953 0.040 0.089 0.003
C 0.0952 2.6971 -1.3726 -0.006 -0.018 -0.078
C 5.1301 -1.1234 0.5205 0.155 -0.053 -0.035
C 2.8303 -0.4197 0.4160 0.244 -0.019 0.132
C -5.9081 0.8495 0.3462 0.197 0.663 0.464
C 0.4223 -0.6964 1.1246 -0.092 0.106 0.348
C 1.6282 0.2183 1.0706 0.052 0.041 -0.189
C 3.8873 -1.4041 -1.5058 -0.097 0.020 -0.078
C -3.7245 0.4922 0.5137 -0.151 -0.506 -0.358
C -1.3952 -2.1533 -0.3926 0.040 -0.443 0.433
C 5.0680 -1.5453 -0.7955 0.129 -0.032 0.059
C 4.0162 -0.5635 1.1222 -0.147 0.029 -0.009
C -0.4424 -2.7862 0.6357 -0.241 0.143 -0.044
H 2.5467 2.7002 1.5867 0.069 -0.015 0.098
H -6.9300 1.1720 0.3678 -0.161 -0.042 -0.050
H 4.0728 -0.2376 2.1518 -0.026 0.036 0.097
H -0.0705 -3.7425 0.2639 -0.084 0.105 0.037
H 2.0367 4.7991 0.4163 0.030 0.068 0.026
H 3.8327 -1.7330 -2.5331 -0.013 -0.024 -0.085
H -2.9934 -2.6328 0.7829 0.164 0.055 -0.004
H -2.6893 0.5733 0.7752 0.263 -0.049 0.022
H 1.8722 0.4623 2.1122 -0.062 -0.071 -0.113
H -0.5971 2.6917 -2.2014 -0.062 -0.005 -0.071
H -3.2190 -1.3726 -1.8706 -0.160 -0.123 0.115
H -0.0859 0.5978 -1.0474 -0.085 -0.115 -0.029
H -4.6946 2.2355 1.5096 -0.064 0.201 0.125
H -0.9313 -2.9132 1.6072 0.049 -0.025 -0.134
H -4.5176 -2.3786 -1.1755 0.079 0.097 -0.050
H 1.8586 -0.7390 -1.4662 -0.127 -0.008 -0.082
H 6.0471 -1.2298 1.0819 0.069 -0.006 0.037
H 5.9363 -1.9826 -1.2661 0.063 -0.032 -0.036
H 0.4575 4.8050 -1.4816 -0.022 0.069 -0.036
```
Positions in Å, forces in eV/Å.

As for the SMILES: O=C(COC(=O)C(c1ccccc1)c1ccccc1)NCc1ccco1. The value obtained for the molar mass is 349.39 g mol⁻¹. The energy above the lowest of the compared OMol25 structures with the same formula, charge and spin comes out at 128.0 kJ/mol. The value obtained for the HOMO energy is -8.5 eV.

---

- What is the HOMO in the third record?
  -8.5 eV